1.
Molecular formula: C21H64N4O9
Method: DFT, ωB97M-V/def2-TZVPD

2S+1: 2
LUMO (spin up / spin down) (eV): 2.146 / 2.078
Net charge: -1

Atoms and positions in Å:
1 C 0.58 4.96 1.71
2 O 1.46 4.01 2.14
3 H 0.42 4.82 0.64
4 H -0.37 4.83 2.24
5 H 0.91 6.00 1.76
6 H 1.81 4.32 2.97
7 C 3.91 2.40 -0.82
8 O 2.53 2.91 -0.73
9 H 4.68 3.04 -1.25
10 H 4.25 2.04 0.14
11 H 3.81 1.55 -1.49
12 H 1.90 2.19 -0.67
13 C 2.70 -1.49 -4.30
14 O 1.36 -1.16 -4.10
15 H 2.94 -2.56 -4.26
16 H 3.04 -1.10 -5.26
17 H 3.35 -1.05 -3.55
18 H 1.19 -1.32 -3.17
19 C 0.77 2.74 -3.95
20 O 0.32 3.52 -5.03
21 H -0.01 2.71 -3.19
22 H 0.88 1.71 -4.28
23 H 1.69 3.15 -3.54
24 H 0.20 4.37 -4.61
25 C 1.07 -4.82 -0.81
26 O -0.25 -4.79 -0.35
27 H 1.79 -4.44 -0.08
28 H 1.22 -5.89 -0.95
29 H 1.13 -4.35 -1.80
30 H -0.28 -5.17 0.53
31 C 3.70 -1.54 3.00
32 C 2.99 -0.29 3.44
33 C 3.96 0.52 4.34
34 O 4.12 -0.04 5.57
35 C 5.45 0.09 6.06
36 N 2.64 0.55 2.29
37 H 3.08 -2.42 3.19
38 H 4.60 -1.58 3.61
39 H 3.93 -1.40 1.94
40 H 2.10 -0.56 3.99
41 H 3.65 1.56 4.46
42 H 4.88 0.77 3.81
43 H 5.46 -0.13 7.12
44 H 6.03 0.99 5.86
45 H 5.98 -0.77 5.64
46 H 1.83 0.22 1.78
47 H 2.43 1.50 2.57
48 C 2.35 -1.31 -0.56
49 C 0.84 -1.09 -0.79
50 C 0.60 0.32 -1.32
51 O 0.28 1.33 -0.37
52 C -0.97 1.28 0.38
53 N 0.22 -1.99 -1.80
54 H 2.43 -2.25 -0.01
55 H 2.92 -0.48 -0.13
56 H 2.75 -1.59 -1.53
57 H 0.22 -1.27 0.08
58 H -0.23 0.38 -2.03
59 H 1.46 0.65 -1.91
60 H -1.90 1.15 -0.17
61 H -1.03 2.25 0.88
62 H -1.02 0.43 1.06
63 H 0.22 -2.87 -1.31
64 H -0.77 -1.80 -1.86
65 C -2.65 -2.97 -3.30
66 C -3.37 -3.54 -2.24
67 C -3.23 -5.13 -2.31
68 O -4.07 -5.68 -3.39
69 C -5.44 -5.47 -3.27
70 N -2.86 -3.00 -0.94
71 H -2.57 -1.88 -3.35
72 H -3.10 -3.29 -4.24
73 H -1.64 -3.33 -3.48
74 H -4.43 -3.27 -2.14
75 H -3.48 -5.56 -1.34
76 H -2.19 -5.37 -2.52
77 H -6.03 -6.02 -4.00
78 H -5.53 -4.38 -3.39
79 H -5.78 -5.92 -2.34
80 H -3.54 -3.34 -0.28
81 H -2.04 -3.46 -0.59
82 C -3.60 1.71 3.02
83 C -3.92 3.19 3.11
84 C -3.26 4.11 2.02
85 O -3.71 3.70 0.71
86 C -3.00 4.33 -0.35
87 N -5.36 3.16 2.86
88 H -4.10 1.03 3.71
89 H -2.51 1.66 3.13
90 H -3.86 1.27 2.06
91 H -3.60 3.66 4.04
92 H -2.19 4.00 2.19
93 H -3.60 5.12 2.23
94 H -1.95 4.04 -0.31
95 H -3.05 5.42 -0.38
96 H -3.46 4.06 -1.30
97 H -5.36 3.41 1.88
98 H -5.73 4.00 3.29


2.
Molecular formula: C6H8FNO2
Method: DFT, ωB97M-V/def2-TZVPD

LUMO (spin up / spin down) (eV): -0.213 / -0.245
Net charge: 0

Atoms and positions in Å:
1 C -3.21 -0.95 0.58
2 C -1.92 -0.81 0.17
3 C 2.24 -0.49 -0.38
4 C 0.00 0.46 -0.83
5 C -1.31 0.32 -0.21
6 C 1.34 0.57 -0.15
7 N 1.48 1.67 0.62
8 O 3.36 -0.47 0.38
9 O 1.86 -1.52 -0.95
10 F -2.01 1.50 -0.09
11 H -3.70 -1.93 0.71
12 H -3.88 -0.17 0.37
13 H -1.17 -1.62 0.03
14 H 0.31 -0.54 -1.40
15 H -0.08 1.33 -1.45
16 H 2.29 1.77 1.23
17 H 0.63 2.22 0.77
18 H 3.78 -1.33 0.59


ΔE to the lowest compared entry with this formula, charge and spin, respectively: 0.3710 3.1776 eV.